Version A
Formula: C4H7NO
Source: the Open Molecules 2025 dataset
Level of theory: ωB97M-V with the def2-TZVPD basis set

- Orbital gap: 0.43870 hartree
- E_LUMO: 0.026 Eh
- HOMO: -11.22 eV
- SMILES: CC(C)(O)C#N

Element x y z (Å)
C -0.9924 -0.9237 -0.2118
C 0.0541 0.1303 0.2342
C 1.4618 -0.0028 -0.3551
O 0.2625 0.1772 1.6338
C -0.6066 1.3755 -0.2503
N -1.3107 2.1927 -0.6687
H -0.7537 -1.9649 0.0164
H -1.9457 -0.6817 0.2723
H -1.1446 -0.8309 -1.2924
H 2.0564 0.8620 -0.0425
H 1.4555 -0.0451 -1.4466
H 1.9481 -0.8986 0.0441
H -0.4847 0.6101 2.0666

***

Version B
Formula: C4H7NO
Source: the Open Molecules 2025 dataset
Level of theory: ωB97M-V with the def2-TZVPD basis set

- Orbital gap: 0.38535 hartree
- E_LUMO: 0.032 Eh
- HOMO: -9.60 eV
- SMILES: C=NCCC=O

Element x y z (Å)
C -1.6345 0.1522 -0.5170
N -0.5663 -0.1237 -1.1395
C 0.3221 -1.0626 -0.4602
C 1.2066 -0.1286 0.4159
C 0.4756 1.2011 0.5525
O 0.8325 2.2709 0.1360
H -2.1725 1.0720 -0.7528
H -2.0117 -0.4381 0.3332
H 0.9271 -1.6070 -1.1899
H -0.2291 -1.7998 0.1450
H 1.3515 -0.5143 1.4339
H 2.1823 0.0508 -0.0382
H -0.4945 1.0872 1.0940

***

Version C
Formula: C4H7NO
Source: the Open Molecules 2025 dataset
Level of theory: ωB97M-V with the def2-TZVPD basis set

- Orbital gap: 0.30451 hartree
- E_LUMO: -0.017 Eh
- HOMO: -8.76 eV

Element x y z (Å)
O -0.0529 2.3146 0.5912
N 0.0292 1.0447 1.1162
C -0.1968 0.1298 0.2486
C -0.4602 0.3659 -1.2128
C 1.3629 -1.4581 0.3196
C -0.0325 -1.2915 0.8011
H 0.2046 2.8649 1.3438
H -1.5292 0.4659 -1.4338
H 0.0376 1.2844 -1.5326
H 1.2731 -1.7890 -0.7420
H -0.0777 -0.4721 -1.7998
H -0.8098 -1.9576 0.3986
H -0.0871 -1.2329 1.8895

***

Version D
Formula: C4H7NO
Source: the Open Molecules 2025 dataset
Level of theory: ωB97M-V with the def2-TZVPD basis set

- Orbital gap: 0.42388 hartree
- E_LUMO: 0.024 Eh
- HOMO: -10.88 eV

Element x y z (Å)
C -0.6475 1.2931 0.2551
C -0.3873 -0.0215 -0.4430
C 0.7823 -0.8150 0.1364
O 1.9312 -0.0721 -0.2245
C -1.9632 -0.7614 -0.7677
N -1.6262 -1.3225 0.2250
H -1.4590 1.8434 -0.2265
H -0.9141 1.1227 1.3026
H 0.2700 1.8896 0.2147
H -0.1723 0.1113 -1.5045
H 0.7949 -1.8218 -0.2993
H 0.6823 -0.9093 1.2254
H 2.7089 -0.5364 0.1062

***

Pick the least stable structure from those above. Pick: version C